Computed, not measured: a cluster of 13 separate species, C32H74F16O24 in total, with the ωB97M-V functional and the def2-TZVPD basis.

Element x y z (Å)
F (-18.99, 19.38, -3.32)
F (-13.52, 22.07, -2.65)
F (-19.53, 24.14, -6.03)
F (-17.88, 21.20, -5.11)
F (-20.19, 19.81, -1.52)
F (-14.81, 24.21, -1.70)
F (-16.71, 23.01, -1.38)
F (-22.43, 19.97, -3.10)
F (-15.26, 22.73, -3.79)
F (-15.91, 17.78, -3.24)
F (-13.15, 18.73, -5.30)
F (-14.34, 16.84, -5.12)
F (-17.84, 23.10, -4.15)
F (-21.27, 18.14, -3.61)
F (-17.63, 23.36, -6.68)
F (-13.85, 18.36, -2.81)
O (-21.08, 13.18, -4.42)
O (-17.59, 8.27, -8.05)
O (-14.49, 9.75, -3.62)
O (-13.74, 13.41, -6.28)
O (-17.47, 13.99, -1.17)
O (-15.74, 15.36, 0.59)
O (-18.25, 13.75, -7.60)
O (-23.50, 15.26, -5.82)
O (-18.54, 11.90, -3.92)
O (-19.94, 14.15, -9.75)
O (-19.44, 17.25, 2.05)
O (-22.08, 15.36, -8.09)
O (-13.76, 14.11, -0.87)
O (-17.60, 14.20, -5.07)
O (-19.56, 14.82, -2.90)
O (-23.43, 14.71, -2.91)
O (-13.30, 13.40, -9.07)
O (-19.50, 11.98, -1.46)
O (-18.46, 10.90, -8.12)
O (-13.57, 12.55, -3.30)
O (-15.22, 19.91, -3.77)
O (-22.26, 12.01, -1.88)
O (-18.41, 17.44, -0.59)
O (-19.84, 22.03, -4.30)
C (-18.98, 12.19, -0.16)
C (-15.44, 20.71, -2.55)
C (-14.42, 14.26, -7.20)
C (-17.08, 10.69, -8.18)
C (-18.85, 22.97, -6.26)
C (-14.54, 15.11, -1.49)
C (-14.39, 18.24, -5.08)
C (-14.86, 22.09, -2.67)
C (-18.13, 14.90, -8.40)
C (-14.61, 13.57, -8.57)
C (-14.89, 18.65, -3.71)
C (-20.22, 17.62, 0.97)
C (-19.79, 16.99, -0.31)
C (-16.95, 9.40, -7.43)
C (-20.46, 12.16, -5.21)
C (-19.04, 15.67, -3.82)
C (-19.78, 21.59, -2.92)
C (-22.40, 16.10, -5.88)
C (-15.34, 22.91, -1.49)
C (-20.08, 20.10, -2.83)
C (-15.00, 16.09, -0.39)
C (-14.84, 12.06, -3.14)
C (-17.54, 12.83, -0.37)
C (-17.65, 15.34, -4.25)
C (-18.56, 14.51, -9.78)
C (-21.37, 15.67, -6.91)
C (-22.85, 14.40, -1.67)
C (-21.28, 19.53, -3.62)
C (-19.61, 11.22, -4.45)
C (-18.60, 22.30, -4.89)
C (-23.17, 12.93, -1.30)
C (-15.28, 10.86, -4.03)
H (-21.92, 16.06, -4.91)
H (-19.39, 22.28, -6.94)
H (-20.10, 13.39, -10.34)
H (-18.80, 14.54, -2.33)
H (-17.08, 15.20, -8.43)
H (-20.43, 17.33, -1.14)
H (-17.04, 14.62, -0.57)
H (-19.70, 15.70, -4.71)
H (-13.49, 13.45, -1.54)
H (-15.67, 16.82, -0.85)
H (-13.25, 12.78, -9.81)
H (-13.76, 15.16, -7.36)
H (-19.82, 15.93, -0.27)
H (-15.60, 12.82, -3.32)
H (-21.26, 17.34, 1.20)
H (-17.92, 13.72, -10.16)
H (-18.68, 11.96, -2.92)
H (-20.44, 13.49, -3.72)
H (-24.21, 12.72, -1.54)
H (-18.53, 8.51, -8.11)
H (-14.87, 22.59, -0.54)
H (-16.49, 20.80, -2.44)
H (-22.69, 17.14, -6.13)
H (-21.26, 19.96, -4.62)
H (-15.10, 12.62, -8.47)
H (-24.01, 15.31, -6.64)
H (-14.99, 11.78, -2.09)
H (-16.90, 12.03, -0.79)
H (-21.24, 11.64, -5.80)
H (-17.10, 15.14, -3.30)
H (-13.04, 13.05, -6.83)
H (-14.63, 9.02, -4.20)
H (-18.60, 11.84, -8.25)
H (-17.92, 13.36, -4.59)
H (-18.70, 15.66, -7.84)
H (-19.67, 12.82, 0.42)
H (-21.44, 15.04, -8.74)
H (-20.74, 16.54, -7.05)
H (-22.86, 14.54, -3.67)
H (-16.66, 11.45, -7.49)
H (-17.08, 13.08, 0.62)
H (-15.20, 14.63, 0.95)
H (-15.25, 14.20, -9.19)
H (-18.19, 17.34, -1.51)
H (-16.65, 10.62, -9.19)
H (-14.12, 16.63, -0.03)
H (-18.40, 15.35, -10.44)
H (-20.11, 10.69, -3.66)
H (-18.50, 17.42, 1.83)
H (-20.43, 12.04, -1.58)
H (-20.12, 18.75, 0.77)
H (-18.83, 21.73, -2.40)
H (-17.98, 13.98, -6.68)
H (-22.19, 12.26, -2.81)
H (-21.77, 14.63, -1.63)
H (-19.04, 16.73, -3.50)
H (-17.16, 16.24, -4.72)
H (-22.95, 12.91, -0.25)
H (-15.42, 14.70, -1.98)
H (-23.35, 14.95, -0.88)
H (-16.33, 10.68, -3.85)
H (-17.29, 9.48, -6.39)
H (-14.95, 20.17, -1.76)
H (-20.89, 14.75, -6.60)
H (-15.38, 14.51, -6.73)
H (-13.43, 12.93, -4.20)
H (-18.83, 11.21, 0.25)
H (-20.57, 22.15, -2.42)
H (-13.95, 15.67, -2.22)
H (-19.28, 10.48, -5.14)
H (-15.00, 18.60, -5.89)
H (-15.10, 11.10, -5.07)
H (-15.93, 9.09, -7.37)
H (-19.79, 12.68, -5.89)

Properties
LUMO: -0.04 eV
Kohn-Sham gap: 9.48 eV
M: 1146.89 g mol⁻¹
Calculated total energy: -4667.14664 Ha
Strongest force on any atom: 3.2 eV/A
Charge: 0
HOMO: -9.520 eV